Record 1
DFT (wB97M-V/def2-TZVPD) results for a molecular structure, C27H28NO7PS2SiZr.

Each line ends with the natural charge from an NBO analysis.
Element x y z (Å)
1 Zr -0.20209 -1.81197 -0.82761  2.269
2 O 2.95891 -1.63304 -3.43076  -0.900
3 S 2.00657 -1.01834 -2.57256  2.408
4 O 0.61043 -0.91507 -3.01144  -0.947
5 O 1.90331 -1.67143 -1.20161  -1.023
6 C 2.55826 0.62338 -2.23447  -0.251
7 C 3.81210 0.99769 -2.69072  -0.203
8 C 4.26294 2.28681 -2.44965  -0.178
9 C 3.46299 3.18161 -1.75730  -0.189
10 C 2.20899 2.79781 -1.30282  -0.184
11 C 1.73380 1.51272 -1.53966  -0.337
12 P 0.06832 1.01958 -0.95231  0.898
13 C -0.14640 2.07836 0.50524  -0.381
14 C -0.92821 3.22794 0.49999  -0.146
15 C -1.02336 4.00479 1.64678  -0.226
16 C -0.33608 3.63847 2.79386  -0.193
17 C 0.45092 2.49374 2.79941  -0.190
18 C 0.54410 1.71382 1.65994  -0.184
19 C -1.08037 1.65724 -2.19779  -0.352
20 C -2.44587 1.52684 -1.94727  -0.199
21 C -3.36917 1.94300 -2.88967  -0.138
22 C -2.93435 2.47919 -4.09479  -0.208
23 C -1.57814 2.59914 -4.35291  -0.203
24 C -0.64903 2.18956 -3.40680  -0.184
25 H 4.41147 0.27843 -3.22970  0.255
26 H 5.23977 2.58802 -2.80294  0.225
27 H 3.81362 4.18733 -1.56698  0.224
28 H 1.59621 3.50181 -0.75591  0.233
29 H -1.46578 3.51369 -0.39543  0.221
30 H -1.63567 4.89691 1.64178  0.219
31 H -0.41653 4.24281 3.68794  0.218
32 H 0.97941 2.19974 3.69635  0.221
33 H 1.14701 0.81039 1.66466  0.228
34 H -2.78767 1.09445 -1.01378  0.216
35 H -4.42704 1.83566 -2.69132  0.212
36 H -3.65593 2.79358 -4.83720  0.218
37 H -1.23841 3.00579 -5.29619  0.220
38 H 0.40816 2.27601 -3.61985  0.221
39 O -2.06500 -3.21651 -0.45619  -0.984
40 S -2.05058 -3.08454 -1.94934  2.517
41 O -3.01571 -3.76903 -2.71979  -0.881
42 O -2.00395 -1.55964 -2.08325  -1.013
43 O -0.57803 -3.41382 -2.22990  -1.004
44 C 1.03795 -3.64292 3.67647  -1.129
45 Si 0.93030 -3.43012 1.82670  1.794
46 C 0.06471 -4.92893 1.13572  -1.130
47 C 2.67921 -3.38900 1.17588  -1.126
48 N 0.08106 -1.98839 1.23217  -1.275
49 C -0.83332 -1.21617 1.97328  0.266
50 C -0.70295 -0.96503 3.34464  -0.284
51 C -1.60383 -0.15854 4.02036  -0.183
52 C -2.66095 0.44732 3.35763  -0.249
53 C -2.80327 0.22278 1.99869  -0.173
54 C -1.91308 -0.59755 1.32482  -0.294
55 H 1.52125 -4.61089 3.83303  0.245
56 H 0.06236 -3.67592 4.16225  0.245
57 H 1.65104 -2.88616 4.16769  0.233
58 H 0.55712 -5.84498 1.47048  0.240
59 H 0.06297 -4.93321 0.04143  0.247
60 H -0.97996 -4.95540 1.45080  0.255
61 H 3.25640 -4.19145 1.64139  0.239
62 H 3.16479 -2.43906 1.40944  0.239
63 H 2.73248 -3.52843 0.09685  0.252
64 H 0.13417 -1.38415 3.87944  0.218
65 H -1.46641 0.00445 5.08230  0.213
66 H -3.36035 1.07772 3.88897  0.217
67 H -3.62137 0.67675 1.45302  0.214
68 H -2.13422 -0.76566 0.26855  0.204

The value obtained for the total energy is -84399.509 eV. Its gap between HOMO and LUMO is 7.79 eV. The relative energy (zero: lowest compared OMol25 entry of this formula, charge and spin) comes out at 0.0 kJ/mol. The value obtained for the lowest unoccupied orbital energy is -0.440 eV. The highest occupied orbital energy comes out at -8.2 eV.

Record 2
DFT (wB97M-V/def2-TZVPD) results for a molecular structure, C27H29As2F2N3O9Tl.

Each line ends with the Mulliken charge.
Element x y z (Å)
1 Tl 0.06152 1.70507 -0.99921  1.879
2 O 0.46323 5.93441 -1.19949  -0.702
3 C 0.10015 4.77279 -1.10859  0.036
4 N 0.85301 3.72101 -0.74231  -0.246
5 C 2.27382 3.90776 -0.72457  -1.012
6 C 2.97329 2.75232 -1.41095  0.723
7 C 4.35840 2.75345 -1.55956  -0.835
8 C 4.97147 1.70855 -2.21219  -0.284
9 C 4.19026 0.67121 -2.72065  -0.888
10 C 2.83406 0.72534 -2.52228  -0.432
11 N 2.24188 1.74192 -1.87526  -0.168
12 C -1.33297 4.43202 -1.48010  0.699
13 C -2.30241 5.41958 -1.43394  -0.612
14 C -3.60042 5.09268 -1.78094  -0.346
15 C -3.89021 3.79602 -2.18388  -0.754
16 C -2.86531 2.87277 -2.21932  0.138
17 N -1.61261 3.18563 -1.87897  -0.243
18 H 2.67536 3.99868 0.29155  0.273
19 H 2.53876 4.83503 -1.24325  0.493
20 H 4.92990 3.58182 -1.16434  0.471
21 H 6.04548 1.69651 -2.33723  0.445
22 H 4.62866 -0.15722 -3.25680  0.460
23 H 2.17606 -0.05171 -2.89363  0.698
24 H -2.01135 6.41442 -1.13110  0.493
25 H -4.38207 5.83912 -1.74068  0.445
26 H -4.89020 3.50302 -2.46800  0.431
27 H -3.03605 1.85124 -2.53256  0.138
28 C 2.29527 1.32423 3.80533  -0.686
29 O 1.50504 0.27088 3.22131  -0.237
30 C 2.04727 -0.32283 2.16137  -0.225
31 O 3.06881 0.02609 1.61962  -0.603
32 C 1.18271 -1.40885 1.59823  -0.018
33 C 0.65001 -2.42248 2.26876  0.695
34 As -0.66871 -3.76494 1.66741  -0.109
35 C -2.16910 -2.90328 2.60817  -1.048
36 C -1.17082 -3.03626 -0.11704  1.162
37 C -0.66178 -1.97571 -0.74498  0.070
38 As 1.05139 -1.13416 -0.32375  0.949
39 C 2.17697 -2.60474 -0.92574  -1.185
40 C -1.30330 -1.29308 -1.91748  -0.283
41 O -0.79828 -0.30991 -2.45707  -0.681
42 O -2.47158 -1.77239 -2.26155  -0.184
43 C -3.14136 -1.20381 -3.40295  -0.707
44 C -2.16265 -3.97194 -0.77727  0.143
45 O -1.94587 -4.51437 -1.82397  -0.580
46 O -3.22118 -4.19454 0.00504  -0.208
47 C -4.15278 -5.19742 -0.44959  -0.799
48 C 0.97370 -2.74008 3.70289  0.272
49 O 0.21056 -3.36853 4.39420  -0.555
50 O 2.17473 -2.32360 4.08611  -0.221
51 C 2.52745 -2.65064 5.44561  -0.768
52 H 1.80445 1.56905 4.74138  0.277
53 H 2.30613 2.18873 3.14317  0.211
54 H 3.31289 0.98048 3.97405  0.338
55 H -2.27374 -3.39754 3.56977  0.373
56 H -3.07005 -3.02737 2.01613  0.428
57 H -1.96054 -1.84607 2.75708  0.276
58 H 1.86516 -3.52493 -0.43295  0.428
59 H 3.21220 -2.37554 -0.67702  0.414
60 H 2.06744 -2.70988 -2.00502  0.413
61 H -4.20226 -1.31923 -3.20707  0.275
62 H -2.85456 -1.77185 -4.28537  0.312
63 H -2.87100 -0.15944 -3.52588  0.195
64 H -4.62937 -5.58431 0.44558  0.257
65 H -3.62939 -5.98344 -0.98662  0.352
66 H -4.88987 -4.72860 -1.09860  0.295
67 H 3.56044 -2.33864 5.55641  0.264
68 H 2.42204 -3.72011 5.61098  0.313
69 H 1.87992 -2.11045 6.13355  0.326
70 F -2.31728 0.32907 0.24492  -0.210
71 C -1.33367 1.18839 0.64390  0.119
72 F -1.93873 2.35489 0.99384  -0.266
73 H -0.84839 0.77568 1.53330  0.114

The value obtained for the total energy is -183165.123 eV. Its gap between HOMO and LUMO is 8.17 eV. As for the total charge: +1. The relative energy (zero: lowest compared OMol25 entry of this formula, charge and spin) comes out at 0.0 kJ/mol. The value obtained for the lowest unoccupied orbital energy is -3.119 eV. The highest occupied orbital energy comes out at -11.3 eV.

- The lowest lowest unoccupied orbital energy belongs to which entry?
  C27H29As2F2N3O9Tl